Computed, not measured: a molecular structure, C32H81N3O11S6Si2 in a non-equilibrium geometry, with ωB97M-V/def2-TZVPD.

XYZ file:
```
135
Properties=species:S:1:pos:R:3:mulliken_charge:R:1
H -0.46067 -2.10785 -2.80757 0.537
H -0.09380 0.37301 -8.13192 0.420
H -3.93691 -3.16454 1.20293 0.536
O -0.01645 -3.29450 2.39564 -0.424
H 5.42909 -0.88502 0.57695 0.339
C 2.28910 -1.80164 -1.49666 -1.304
H -0.09057 -1.59126 -1.15125 -1.011
H -1.31256 5.16281 0.43986 0.650
H 2.37856 1.01807 -8.54305 0.417
H 4.49342 7.42554 -1.68050 0.313
H 2.86473 3.91844 -1.56791 -0.020
C -5.45645 -2.96656 -1.33105 -0.776
H -4.83979 -7.06878 7.60337 0.315
H -0.83135 -5.20489 5.30507 0.590
C -6.19709 0.46803 -0.77175 -1.338
C -4.25132 -6.64109 8.41246 -0.995
H -0.19164 4.30720 -0.53968 0.073
O 2.05512 -3.82041 -5.80996 -0.625
H -2.27927 4.52261 -1.70768 0.553
S -3.28532 -5.28090 7.74220 0.522
H -6.08408 -2.79211 -2.20620 0.423
H -5.93345 1.38653 -1.27808 0.332
H -0.36283 0.39277 -3.42677 0.913
Si -1.73028 0.60320 1.39209 0.384
C -2.32140 2.37943 -1.44880 -0.328
H 4.14088 1.40736 -0.24953 0.285
C -0.04194 -1.30829 -2.19520 0.485
S 3.39686 -4.05231 -5.21266 0.612
S 0.37232 -3.90594 3.70347 0.416
H 4.72133 10.28209 4.18983 0.361
H 0.96566 1.89108 -2.48821 0.198
H 6.22806 10.59680 3.29735 0.338
H 3.93131 0.69328 -1.73481 0.300
H 3.28725 -1.99808 -1.89055 0.410
H -3.48459 4.19715 0.93654 0.334
H -3.80537 -0.72441 1.21359 0.540
H -0.89404 0.49951 -6.54726 0.284
H -4.44589 3.50713 -0.43831 0.235
C 0.25616 1.71526 3.16764 -0.670
H 2.84760 8.72259 3.34070 0.392
C -1.09868 -4.64819 4.41229 -1.166
H -0.56070 -0.28615 3.42372 0.377
C -3.02567 -3.38003 0.64404 -1.226
H -1.78903 -3.85026 4.67826 0.281
H -7.19986 0.19473 -1.09971 0.396
C 5.44886 9.86320 3.49448 -0.951
C 4.28022 -5.17762 -6.30378 -0.995
C -0.89398 0.69377 3.08852 -0.854
H 2.64862 -6.10291 -4.22378 0.376
C 0.05406 0.32561 -7.05279 -0.844
H -3.22875 1.89053 -1.10533 -0.369
N 2.40829 -0.85065 -0.34989 0.633
H -2.69480 -1.44192 2.33745 0.559
O 0.60586 2.22454 -1.65386 -0.733
C 1.20880 -5.45503 3.34017 -1.117
H 2.61720 -4.73840 -3.07891 0.138
C -1.11401 4.17810 0.00966 -1.497
N 4.49222 -1.28587 0.57639 -0.687
H -3.15321 -4.56313 10.02007 0.363
Si -0.77113 1.35172 -1.24941 -0.231
H 2.36725 5.32496 -2.53842 0.303
H -1.73168 -4.07385 9.06909 0.307
C -0.85169 -0.03528 -2.54425 -1.412
N 4.33285 0.58360 -0.80978 -0.665
C 3.52231 7.49552 -1.19194 -0.849
H 3.66727 -6.05768 -6.49974 0.299
H -2.64539 1.76189 1.32010 -0.321
H 2.10184 -1.30949 0.49918 -0.205
H -1.88091 -5.75899 9.62449 0.309
H 5.89341 8.95838 3.90921 0.304
H 4.07802 7.44879 3.09028 0.261
H 0.03149 2.67871 2.71019 0.177
H 1.57297 1.03439 1.58509 -0.219
H -2.46785 2.47202 -2.52788 0.565
C -2.42843 -4.88467 9.27207 -0.939
C 3.50929 8.24866 2.61541 -0.690
H 1.49183 -0.71905 2.68732 0.243
H -6.16285 0.61958 0.30264 0.316
H -1.56743 -5.30845 3.68161 0.318
H -4.10089 -4.99762 -0.21950 0.441
O -4.47020 -0.47555 -2.05525 -0.499
C -3.63761 4.16781 -0.13971 -1.534
H 4.16770 -5.51291 -3.48198 0.361
H 2.91445 7.83634 1.80173 0.060
H -1.87595 -0.25566 -2.84659 0.472
H 2.74545 7.71578 -1.92562 0.373
O -2.28037 -5.87038 6.81625 -0.579
H 5.22300 -5.46702 -5.83919 0.361
C -4.09695 -3.52027 -1.73266 -0.086
O -0.49273 0.68551 0.25726 0.517
C -2.30801 3.83406 -0.86616 0.980
H 2.82957 -0.02858 -7.16177 0.205
O 1.76025 6.02845 0.14708 -0.552
H -2.51877 -4.80023 -0.90203 0.350
C 3.18894 -5.22579 -3.86676 -0.848
O -5.42212 -1.78404 -0.51135 -0.294
H 1.68848 -0.15751 -2.82261 -0.283
C 1.45229 -1.19754 -2.62835 0.681
H 3.55285 8.28577 -0.44668 0.149
H -5.94935 -3.73432 -0.74119 0.406
H -3.58404 -7.40002 8.82124 0.309
H 0.58917 -6.06164 2.67891 0.299
O 1.90810 -0.07524 3.27503 -0.599
H 3.46030 1.63382 -7.27151 0.319
H 4.10562 4.95327 -2.32027 0.526
C -5.26741 -0.63811 -1.19692 0.810
H -1.68249 1.03316 3.76614 0.437
H 1.40329 -5.98652 4.27156 0.428
H -2.38653 -3.94359 1.31930 0.157
H 2.15201 -5.22360 2.84867 0.348
H -4.91812 -6.26384 9.18789 0.380
H 1.60148 -1.82741 -3.51071 0.097
C 3.77806 -0.55452 -0.14406 0.162
H -4.30178 -4.25649 -2.51342 0.474
H -3.94566 5.16759 -0.44452 0.425
C -3.39631 -4.24088 -0.57988 -1.063
S 3.15646 5.94282 -0.36094 0.516
H -2.50563 -1.68857 -0.67263 -0.604
H 1.82961 -2.72056 -1.14742 0.312
O 1.49317 1.39791 -5.11050 -0.441
C 1.59494 1.18174 2.66539 -0.066
H 4.48020 -4.65609 -7.23761 0.327
S 1.19884 1.61730 -6.55053 0.354
H 0.44958 -0.64959 -6.76493 0.197
H -3.45531 -2.77776 -2.19142 -0.112
C 2.60649 0.99120 -7.47736 -0.928
O 5.61950 8.76185 1.08515 -0.589
S 4.63395 9.47913 1.93793 0.486
H 0.41075 1.92164 4.23061 0.428
H -0.96383 3.51092 0.85797 -0.082
H -1.24842 -2.23012 0.51880 0.317
C 3.12087 4.93847 -1.85201 -0.741
C -2.30214 -2.05119 0.32957 1.596
H 2.37221 1.88749 2.94215 0.552
C -2.75397 -0.98125 1.34886 -1.284
```

Calculated values
Frontier orbital gap (hartree): 0.33357
Electronic energy (eV): -142256.9944
Total charge: 0
Strongest force on any atom (eV/A): 2.00
E_LUMO (hartree): 0.021